Formula: C33H57N5O7PS
Source: the Open Molecules 2025 dataset
Level of theory: ωB97M-V with the def2-TZVPD basis set

Geometry (Å):
C (-1.809, -0.962, 2.398)
C (-1.234, -1.095, 0.912)
S (0.465, -0.389, 0.812)
C (0.686, 0.593, -0.736)
C (-0.653, 0.996, -1.430)
C (-1.533, 1.893, -0.641)
C (-1.170, 2.431, 0.767)
O (-1.848, 2.263, 1.719)
O (0.028, 3.204, 0.867)
O (-0.065, 4.273, -0.014)
C (0.966, 4.191, -0.932)
N (1.536, 3.827, -1.860)
C (-2.812, 2.293, -1.247)
C (-3.817, 3.237, -0.518)
C (-4.413, 4.372, -1.456)
O (-5.423, 4.897, -1.091)
O (-3.808, 4.785, -2.649)
C (-3.123, 1.815, -2.581)
N (-2.248, 0.990, -3.289)
N (-2.642, 0.636, -4.581)
C (-1.033, 0.543, -2.797)
P (0.219, -0.542, -3.680)
C (1.241, 0.653, -4.752)
C (-0.575, -1.766, -4.858)
C (0.583, -2.187, -5.894)
H (-1.696, -1.921, 2.976)
H (-1.296, -0.161, 2.989)
H (-2.907, -0.728, 2.412)
H (-1.990, -0.621, 0.239)
H (-1.134, -2.205, 0.737)
H (1.420, 0.102, -1.420)
H (1.162, 1.569, -0.422)
H (-3.298, 3.792, 0.318)
H (-4.677, 2.693, -0.037)
H (-4.199, 4.320, -3.414)
H (-4.071, 2.124, -3.073)
H (-2.931, -0.353, -4.521)
H (-3.504, 1.124, -4.851)
H (1.371, 1.573, -4.124)
H (2.265, 0.151, -4.828)
H (0.785, 0.838, -5.754)
H (-0.832, -2.696, -4.292)
H (-1.405, -1.363, -5.488)
H (0.376, -3.162, -6.394)
H (1.599, -2.126, -5.415)
H (0.581, -1.368, -6.673)
C (-6.091, -2.820, 6.880)
C (-4.752, -2.400, 6.233)
C (-3.642, -2.466, 7.294)
C (-3.758, -1.354, 8.332)
C (-3.808, 0.014, 7.661)
C (-4.848, 0.132, 6.531)
N (-4.857, -1.045, 5.611)
O (-3.835, -0.907, 4.773)
C (-6.262, 0.328, 7.120)
C (-4.582, 1.461, 5.792)
C (-4.509, -3.495, 5.175)
H (-6.097, -3.892, 7.092)
H (-6.287, -2.345, 7.839)
H (-6.934, -2.617, 6.215)
H (-2.659, -2.400, 6.815)
H (-3.667, -3.435, 7.801)
H (-4.641, -1.499, 8.961)
H (-2.898, -1.397, 9.006)
H (-3.999, 0.777, 8.421)
H (-2.809, 0.228, 7.261)
H (-7.018, 0.318, 6.330)
H (-6.341, 1.291, 7.628)
H (-6.537, -0.414, 7.866)
H (-3.556, 1.538, 5.427)
H (-4.734, 2.310, 6.462)
H (-5.259, 1.586, 4.942)
H (-5.292, -3.480, 4.413)
H (-4.517, -4.485, 5.637)
H (-3.543, -3.397, 4.676)
C (7.607, 1.368, -2.651)
C (6.237, 0.722, -2.957)
C (6.004, -0.441, -1.980)
C (6.898, -1.641, -2.274)
C (6.746, -2.091, -3.723)
C (6.891, -0.961, -4.760)
N (6.155, 0.284, -4.384)
O (4.873, 0.095, -4.672)
C (8.381, -0.623, -4.983)
C (6.446, -1.525, -6.127)
C (5.233, 1.852, -2.650)
H (7.571, 1.919, -1.709)
H (8.415, 0.651, -2.525)
H (7.893, 2.078, -3.431)
H (4.957, -0.763, -2.020)
H (6.178, -0.107, -0.952)
H (7.945, -1.409, -2.058)
H (6.630, -2.466, -1.608)
H (7.476, -2.879, -3.930)
H (5.759, -2.558, -3.827)
H (8.490, 0.240, -5.644)
H (8.902, -1.458, -5.455)
H (8.931, -0.422, -4.066)
H (5.437, -1.941, -6.097)
H (7.104, -2.338, -6.439)
H (6.478, -0.756, -6.903)
H (5.384, 2.700, -3.323)
H (5.364, 2.216, -1.628)
H (4.193, 1.531, -2.731)

Results
Frontier orbital gap (spin up / spin down): 0.20859 / 0.23500 hartree
Largest force on an atom: 3.642 eV/A
Total charge: +1
HOMO level (spin up / spin down): -0.38199 / -0.40840 hartree
2S+1: 3


Formula: C39H49Br2N4OSSbSi3Ti
Source: the Open Molecules 2025 dataset
Level of theory: ωB97M-V with the def2-TZVPD basis set

Geometry (Å):
Ti (-0.095, 0.608, 0.911)
C (-3.615, 1.676, -3.024)
C (-3.672, 2.621, -1.858)
C (-4.610, 3.683, -1.856)
C (-4.638, 4.556, -0.813)
C (-3.729, 4.390, 0.258)
C (-3.671, 5.237, 1.400)
Br (-4.854, 6.691, 1.562)
C (-2.771, 5.013, 2.401)
C (-1.885, 3.924, 2.306)
Br (-0.666, 3.591, 3.702)
C (-1.902, 3.097, 1.220)
O (-1.059, 2.047, 1.158)
C (-2.836, 3.304, 0.165)
N (-2.818, 2.435, -0.878)
H (-4.582, 1.595, -3.518)
H (-3.296, 0.687, -2.699)
H (-2.897, 2.039, -3.763)
H (-5.297, 3.787, -2.684)
H (-5.349, 5.370, -0.789)
H (-2.736, 5.657, 3.268)
C (-0.108, 0.480, -2.313)
Sb (1.854, -0.145, -1.612)
C (1.639, 1.193, 0.130)
C (2.240, 0.989, 1.488)
C (3.567, 1.139, 1.881)
C (3.873, 1.037, 3.222)
C (2.867, 0.802, 4.163)
C (1.574, 0.669, 3.722)
N (1.289, 0.753, 2.414)
Si (2.004, 3.002, -0.491)
C (0.557, 3.731, -1.411)
C (2.360, 4.019, 1.038)
C (3.494, 3.008, -1.619)
C (1.416, -2.232, -1.101)
C (0.616, -2.545, 0.117)
C (0.099, -3.836, 0.290)
C (-0.472, -4.228, 1.482)
C (-0.508, -3.325, 2.536)
C (-0.032, -2.059, 2.297)
N (0.479, -1.645, 1.121)
Si (0.800, -3.054, -2.750)
C (1.269, -4.860, -2.935)
C (-1.073, -3.031, -2.913)
C (1.499, -2.115, -4.214)
Si (3.200, -2.938, -0.701)
C (3.123, -4.668, -0.002)
C (3.951, -1.865, 0.634)
C (4.327, -2.835, -2.188)
H (0.085, 1.217, -3.091)
H (-0.793, 0.960, -1.605)
H (-0.607, -0.368, -2.775)
H (4.329, 1.344, 1.142)
H (4.899, 1.152, 3.549)
H (3.089, 0.736, 5.218)
H (0.742, 0.507, 4.396)
H (-0.383, 3.702, -0.864)
H (0.400, 3.276, -2.387)
H (0.802, 4.784, -1.583)
H (1.718, 3.778, 1.892)
H (2.189, 5.069, 0.791)
H (3.400, 3.929, 1.354)
H (3.304, 2.582, -2.605)
H (4.360, 2.495, -1.193)
H (3.780, 4.052, -1.773)
H (0.185, -4.546, -0.519)
H (-0.862, -5.231, 1.595)
H (-0.905, -3.584, 3.507)
H (-0.092, -1.312, 3.081)
H (0.728, -5.523, -2.258)
H (2.330, -5.081, -2.843)
H (0.971, -5.145, -3.949)
H (-1.599, -3.376, -2.019)
H (-1.324, -3.730, -3.715)
H (-1.479, -2.065, -3.219)
H (2.586, -2.030, -4.210)
H (1.077, -1.117, -4.342)
H (1.227, -2.679, -5.111)
H (2.748, -4.665, 1.023)
H (4.149, -5.044, 0.034)
H (2.539, -5.380, -0.578)
H (3.281, -1.723, 1.486)
H (4.261, -0.887, 0.258)
H (4.852, -2.359, 1.007)
H (4.038, -3.459, -3.032)
H (5.314, -3.175, -1.860)
H (4.451, -1.811, -2.546)
S (-3.876, -1.989, -0.221)
C (-2.432, -1.132, -0.482)
N (-1.960, -0.458, 0.523)
C (-2.790, -0.603, 1.650)
C (-2.615, -0.010, 2.906)
C (-3.533, -0.289, 3.895)
C (-4.625, -1.136, 3.657)
C (-4.820, -1.709, 2.420)
C (-3.889, -1.434, 1.420)
H (-1.939, -1.157, -1.440)
H (-1.812, 0.689, 3.107)
H (-3.423, 0.170, 4.869)
H (-5.330, -1.333, 4.453)
H (-5.670, -2.350, 2.232)

Results
Frontier orbital gap: 0.25438 hartree
Largest force on an atom: 0.631 eV/A
Total charge: +2
Energy relative to the best compared isomer or geometry (same formula, charge and spin): 0.2746 eV
HOMO level: -0.47319 hartree
2S+1: 1


Formula: C6H5Cl3N3O
Source: the Open Molecules 2025 dataset
Level of theory: ωB97M-V with the def2-TZVPD basis set

Geometry (Å):
C (-2.244, 2.616, -1.407)
C (-0.700, 0.973, 0.219)
C (-1.330, 0.571, -0.993)
C (-0.905, 2.373, 0.433)
C (-0.115, -1.217, 1.072)
C (0.265, 0.242, 1.011)
N (-2.158, 1.320, -1.759)
N (-1.719, 3.224, -0.309)
N (2.495, 0.295, -0.392)
O (3.242, -0.610, -0.029)
Cl (-1.342, -1.034, -1.593)
Cl (-0.178, 3.433, 1.590)
Cl (1.253, 0.375, -1.986)
H (-2.835, 3.311, -2.054)
H (0.735, -1.773, 0.628)
H (-0.182, -1.485, 2.139)
H (-1.021, -1.363, 0.572)
H (0.195, 0.648, 1.981)

Results
Frontier orbital gap (spin up / spin down): 0.22208 / 0.26865 hartree
Largest force on an atom: 5.065 eV/A
Total charge: -1
HOMO level (spin up / spin down): -0.12286 / -0.14878 hartree
2S+1: 1


Copy entry 3 word for word.
Formula: C6H5Cl3N3O
Source: the Open Molecules 2025 dataset
Level of theory: ωB97M-V with the def2-TZVPD basis set

Geometry (Å):
C (-2.244, 2.616, -1.407)
C (-0.700, 0.973, 0.219)
C (-1.330, 0.571, -0.993)
C (-0.905, 2.373, 0.433)
C (-0.115, -1.217, 1.072)
C (0.265, 0.242, 1.011)
N (-2.158, 1.320, -1.759)
N (-1.719, 3.224, -0.309)
N (2.495, 0.295, -0.392)
O (3.242, -0.610, -0.029)
Cl (-1.342, -1.034, -1.593)
Cl (-0.178, 3.433, 1.590)
Cl (1.253, 0.375, -1.986)
H (-2.835, 3.311, -2.054)
H (0.735, -1.773, 0.628)
H (-0.182, -1.485, 2.139)
H (-1.021, -1.363, 0.572)
H (0.195, 0.648, 1.981)

Results
Frontier orbital gap (spin up / spin down): 0.22208 / 0.26865 hartree
Largest force on an atom: 5.065 eV/A
Total charge: -1
HOMO level (spin up / spin down): -0.12286 / -0.14878 hartree
2S+1: 1


Please write out number 3 again, unchanged.
Formula: C6H5Cl3N3O
Source: the Open Molecules 2025 dataset
Level of theory: ωB97M-V with the def2-TZVPD basis set

Geometry (Å):
C (-2.244, 2.616, -1.407)
C (-0.700, 0.973, 0.219)
C (-1.330, 0.571, -0.993)
C (-0.905, 2.373, 0.433)
C (-0.115, -1.217, 1.072)
C (0.265, 0.242, 1.011)
N (-2.158, 1.320, -1.759)
N (-1.719, 3.224, -0.309)
N (2.495, 0.295, -0.392)
O (3.242, -0.610, -0.029)
Cl (-1.342, -1.034, -1.593)
Cl (-0.178, 3.433, 1.590)
Cl (1.253, 0.375, -1.986)
H (-2.835, 3.311, -2.054)
H (0.735, -1.773, 0.628)
H (-0.182, -1.485, 2.139)
H (-1.021, -1.363, 0.572)
H (0.195, 0.648, 1.981)

Results
Frontier orbital gap (spin up / spin down): 0.22208 / 0.26865 hartree
Largest force on an atom: 5.065 eV/A
Total charge: -1
HOMO level (spin up / spin down): -0.12286 / -0.14878 hartree
2S+1: 1